Entry 1:
ORCA calculation (wB97M-V/def2-TZVPD) on one molecule with the formula C4H11NOS2 in a non-equilibrium geometry.

HOMO energy in eV: -8.67
Energy in eV: -29532.9744
Orbital gap in eV: 9.24
F_max in eV/A: 2.96
Energy relative to the best compared isomer or geometry (same formula, charge and spin) in kJ/mol: 230.2
SMILES string: CN[C@@H](CO)CSS
LUMO in eV: 0.56

Atoms and positions in Å:
C (-0.5999, -1.2954, -1.9100)
N (-1.0478, -1.3046, -0.5111)
C (-0.5387, -0.2575, 0.4611)
C (0.8645, -0.6010, 0.9639)
O (1.0043, -1.0085, 2.3206)
C (-0.6100, 1.0719, -0.2746)
S (-0.7170, 2.5392, 0.7474)
S (1.0729, 3.0166, 1.4301)
H (0.4429, -1.7137, -1.9386)
H (-0.4363, -0.2916, -2.3059)
H (-1.2571, -1.7907, -2.5994)
H (-0.9529, -2.2500, -0.1744)
H (-1.3159, -0.5088, 1.1910)
H (1.2991, -1.5023, 0.4883)
H (1.6804, 0.1204, 0.7896)
H (0.7264, -0.3300, 2.9358)
H (0.1969, 1.2640, -0.9836)
H (-1.4125, 1.1006, -1.0393)
H (1.6007, 3.7412, 0.4090)

=====

Entry 2:
ORCA calculation (wB97M-V/def2-TZVPD) on C4H7O3Pr as an isolated structure in a non-equilibrium geometry.

HOMO energy (spin up / spin down) in eV: -18.99 / -20.18
Energy in eV: -24437.6730
Net charge: +3
Orbital gap (spin up / spin down) in eV: 3.94 / 6.21
⟨S²⟩: 3.955
F_max in eV/A: 5.43
Energy relative to the best compared isomer or geometry (same formula, charge and spin) in kJ/mol: 0.0
Multiplicity: 4
LUMO (spin up / spin down) in eV: -15.05 / -13.97

Atoms and positions in Å:
H (-0.9985, -1.8736, -1.4371)
Pr (1.9709, -4.4181, -0.2974)
O (0.0111, -2.8221, 0.1345)
C (-0.8097, -2.0434, -0.3517)
O (-1.6427, -1.4294, 0.4299)
C (-2.5540, -0.5535, -0.1031)
H (-3.1385, -0.0316, 0.6468)
H (-2.8409, -0.6684, -1.1463)
O (1.0010, 0.5368, -0.7569)
C (1.0155, 1.2497, 0.2250)
C (1.7573, 2.5337, 0.3363)
H (0.4426, 0.9479, 1.1315)
H (2.3014, 2.7723, -0.5836)
H (1.0379, 3.3313, 0.5798)
H (2.4468, 2.4682, 1.1921)